Record 1
Entry from the Open Molecules 2025 dataset: a single C4H9NO molecule (ωB97M-V with the def2-TZVPD basis set).

Its energy above the lowest of the compared OMol25 structures with the same formula, charge and spin is 162.68 kJ/mol. The multiplicity is 1. The frontier orbital gap comes out at 10.374 eV. Its structure (SMILES) is C[C@@H]1CN[C@H]1O.

The geometry in XYZ format:
```
15
Properties=species:S:1:pos:R:3:forces:R:3:lowdin_charge:R:1
C 1.761 0.373 -0.135 -0.047 -0.122 0.088 -0.073
C 0.261 0.276 -0.396 0.072 0.210 -0.054 -0.279
C -0.697 0.970 0.600 0.048 0.296 0.027 -0.177
N -1.533 -0.238 0.647 -0.021 -0.128 0.095 0.005
C -0.538 -1.038 -0.077 -0.014 -0.077 0.187 -0.387
O -1.044 -1.770 -1.157 0.099 0.224 -0.143 -0.012
H 2.344 -0.154 -0.900 -0.165 -0.003 0.150 0.076
H 2.113 1.416 -0.131 -0.248 -0.230 -0.011 0.079
H 2.004 -0.059 0.840 0.052 0.028 -0.058 0.075
H -1.413 -1.119 -1.766 -0.166 -0.164 -0.045 0.088
H 0.067 0.647 -1.416 -0.109 -0.432 0.185 0.136
H -1.259 1.831 0.220 0.267 0.014 0.103 0.102
H -0.197 1.250 1.537 -0.123 -0.118 -0.078 0.111
H -1.786 -0.572 1.572 -0.018 0.011 -0.214 0.104
H -0.085 -1.814 0.562 0.373 0.490 -0.232 0.153
```
Positions in Å, forces in eV/Å.



Record 2
Entry from the Open Molecules 2025 dataset: a molecular structure, C37H40O2P2Re in a non-equilibrium geometry (ωB97M-V with the def2-TZVPD basis set).

Its energy above the lowest of the compared OMol25 structures with the same formula, charge and spin is 575.89 kJ/mol. The multiplicity is 4. The net charge is +2. The frontier orbital gap (alpha / beta) comes out at 5.752 / 6.238 eV.

The geometry in XYZ format:
```
82
Properties=species:S:1:pos:R:3:forces:R:3:lowdin_charge:R:1
Re 0.200 -0.034 0.865 -1.167 -0.308 1.556 1.185
C -2.005 -0.025 3.841 1.181 0.947 0.191 -0.101
C -2.686 -0.236 2.725 0.751 -0.967 -0.490 -0.127
C -3.324 0.804 1.886 -1.379 -0.006 0.037 -0.176
C -2.521 1.985 1.293 -0.909 -1.211 -0.324 -0.174
C -1.034 1.802 0.999 0.406 -1.869 5.445 -0.286
C -0.173 1.670 2.282 -2.852 4.082 -0.476 -0.209
C -0.850 2.321 3.612 1.548 -1.066 -0.729 -0.117
C -1.751 1.353 4.411 -0.558 -0.049 0.362 -0.148
C 2.142 -0.545 1.217 1.174 -0.015 0.424 -0.265
H -1.466 -0.814 4.335 -0.539 -0.440 0.124 0.092
H -2.827 -1.276 2.437 -0.082 0.129 -0.111 0.092
H -4.090 1.208 2.568 -0.071 0.272 -0.467 0.131
H -3.899 0.280 1.105 0.303 0.328 0.120 0.116
H -3.048 2.261 0.378 0.146 -0.049 -0.216 0.113
H -2.699 2.851 1.939 0.611 -0.014 -0.019 0.112
H -0.779 2.648 0.502 1.833 1.968 -2.097 0.048
H 0.765 2.229 2.175 0.391 -0.825 -0.145 0.107
H -1.327 3.304 3.326 0.295 -1.289 -0.015 0.133
H 0.013 2.607 4.235 -0.359 -0.195 -0.196 0.107
H -1.360 1.247 5.436 -0.141 0.097 -0.408 0.124
H -2.742 1.793 4.502 -0.111 0.294 0.194 0.119
H 2.333 -1.408 1.878 0.071 0.200 -0.581 0.057
H 2.575 0.341 1.683 0.439 -0.031 -0.142 0.027
H 2.491 -0.657 0.191 0.680 -0.558 0.242 0.001
P -0.386 -1.419 -0.994 -2.495 -3.643 -2.131 0.928
P 1.049 0.893 -1.180 2.348 4.346 -2.713 0.958
C -1.336 -0.028 -1.552 0.692 3.370 -0.710 -0.307
C -0.599 1.143 -1.756 -1.670 -2.340 0.099 -0.269
C -0.586 -2.418 -2.652 0.886 0.704 -0.296 -0.339
C -1.456 -2.044 -3.700 -0.028 0.080 0.184 -0.090
C -1.600 -2.869 -4.825 0.621 -0.494 0.393 -0.046
C -0.821 -4.037 -4.942 0.046 0.081 0.570 -0.038
C 0.050 -4.395 -3.893 -0.106 0.134 -0.151 -0.043
C 0.168 -3.577 -2.763 -0.196 -0.193 -0.193 -0.105
C -1.371 -2.652 -0.060 0.872 0.392 0.503 -0.367
C -0.852 -2.852 1.232 0.580 0.595 0.651 -0.154
C -1.588 -3.610 2.144 -0.412 -0.582 -0.407 -0.066
C -2.606 -4.455 1.649 0.208 0.653 0.385 -0.028
C -3.029 -4.351 0.314 0.009 -0.401 0.194 -0.036
C -2.465 -3.393 -0.524 -0.136 0.129 0.702 -0.056
C 1.889 0.893 -2.996 0.040 -0.922 -0.203 -0.227
C 1.704 -0.166 -3.898 0.227 -0.382 -0.209 -0.085
C 2.230 -0.124 -5.209 0.167 0.725 0.189 -0.041
C 2.948 1.015 -5.631 -0.020 -0.025 0.402 -0.043
C 3.110 2.107 -4.760 -0.374 -0.694 -0.201 -0.044
C 2.568 2.022 -3.479 0.276 0.652 1.193 -0.088
C 1.797 2.574 -0.647 -0.260 -1.453 -1.163 -0.374
C 3.113 2.614 -0.182 -0.365 0.526 0.943 -0.100
C 3.575 3.786 0.434 -0.780 0.302 0.178 -0.037
C 2.744 4.927 0.447 0.432 -0.346 -0.077 -0.042
C 1.586 4.920 -0.338 -0.306 0.279 -0.041 -0.050
C 1.104 3.746 -0.921 0.386 0.046 1.156 -0.108
H -2.364 -0.116 -1.849 -0.410 0.004 -0.031 0.090
H -0.851 2.064 -2.281 -0.553 -0.405 0.034 0.106
H -2.059 -1.133 -3.674 0.312 -0.298 0.062 0.102
H -2.316 -2.611 -5.604 0.228 0.033 0.200 0.119
H -0.902 -4.683 -5.826 0.000 0.367 0.454 0.122
H 0.646 -5.315 -3.941 -0.297 0.437 -0.090 0.122
H 0.817 -3.832 -1.933 0.133 -0.288 -0.175 0.112
H 0.178 -2.397 1.555 -2.022 -0.735 -0.471 0.095
H -1.414 -3.498 3.209 0.346 -0.536 -0.109 0.118
H -3.105 -5.160 2.329 0.223 0.426 -0.349 0.127
H -3.816 -5.036 -0.046 0.449 0.611 0.155 0.131
H -2.909 -3.200 -1.484 0.124 -0.079 -0.326 0.111
H 1.183 -1.062 -3.581 0.070 0.065 -0.133 0.066
H 2.105 -0.962 -5.919 -0.022 0.476 0.706 0.123
H 3.418 1.053 -6.618 -0.317 -0.106 0.311 0.120
H 3.657 3.018 -5.050 -0.360 -0.631 0.120 0.128
H 2.731 2.868 -2.814 -0.014 -0.186 -0.233 0.096
H 3.744 1.746 -0.225 0.133 -0.344 0.207 0.110
H 4.506 3.796 1.001 -0.116 -0.037 -0.428 0.121
H 3.027 5.805 1.056 -0.186 -0.538 -0.679 0.128
H 0.997 5.823 -0.479 0.211 -0.020 0.129 0.119
H 0.192 3.720 -1.494 -0.170 0.263 0.064 0.100
C 1.435 -1.106 5.501 0.465 0.411 -0.022 0.027
O 0.720 -1.146 4.187 -0.147 -0.361 -0.719 -0.094
C 0.948 -0.070 3.412 2.019 1.688 2.790 -0.403
O 1.709 0.774 3.851 -1.104 -0.911 -1.928 0.041
H 0.981 -1.791 6.183 -0.864 -0.607 -0.103 0.090
H 1.366 -0.109 5.920 -0.056 0.097 -0.149 0.096
H 2.496 -1.398 5.474 -0.381 0.243 -0.814 0.113
```
Positions in Å, forces in eV/Å.



Record 3
Entry from the Open Molecules 2025 dataset: a molecular structure, C31H35CrN3O3SSi in a non-equilibrium geometry (ωB97M-V with the def2-TZVPD basis set).

Its energy above the lowest of the compared OMol25 structures with the same formula, charge and spin is 116.53 kJ/mol. The multiplicity is 2. The net charge is -1. The frontier orbital gap (alpha / beta) comes out at 4.632 / 4.623 eV.

The geometry in XYZ format:
```
75
Properties=species:S:1:pos:R:3:forces:R:3:lowdin_charge:R:1
Cr -1.128 -0.939 -0.863 0.916 1.245 -0.139 0.761
O -2.814 -0.100 -1.210 -0.072 -0.095 -0.118 -0.192
C -3.422 0.443 -0.162 -0.091 0.051 -0.120 -0.379
C -4.560 1.246 -0.272 0.027 -0.020 -0.015 -0.024
C -5.153 1.752 0.875 -0.024 0.018 -0.001 -0.117
C -4.636 1.462 2.133 -0.003 0.002 0.028 -0.122
C -3.496 0.672 2.236 0.122 0.004 -0.032 -0.054
C -2.862 0.192 1.098 0.033 -0.021 0.267 -0.187
C -1.705 -0.748 1.054 0.114 -0.067 -0.186 -0.149
N -0.324 -0.401 0.832 -0.515 -0.161 0.336 -0.159
N 0.515 -1.423 1.395 0.072 0.023 -0.068 0.150
C 0.524 -2.461 0.632 -0.073 0.047 -0.044 -0.442
O -0.157 -2.595 -0.478 0.084 -0.180 0.087 -0.181
C 1.388 -3.605 1.045 0.005 0.058 0.022 -0.128
C 2.304 -3.458 2.085 0.017 -0.016 0.009 -0.021
C 3.110 -4.522 2.454 -0.013 0.015 -0.006 -0.094
C 3.012 -5.740 1.790 0.015 -0.015 0.012 -0.115
C 2.107 -5.885 0.749 -0.012 0.005 -0.006 -0.100
C 1.299 -4.819 0.375 0.011 -0.003 -0.003 -0.029
H -4.962 1.455 -1.256 -0.003 -0.004 0.006 0.104
H -6.036 2.376 0.788 0.004 -0.002 0.001 0.089
H -5.114 1.850 3.024 -0.003 0.002 -0.002 0.085
H -3.077 0.438 3.209 -0.004 0.009 0.014 0.111
H -1.789 -1.597 1.726 0.046 -0.007 0.029 0.126
H 2.370 -2.499 2.582 -0.012 -0.009 -0.004 0.111
H 3.823 -4.401 3.261 0.001 -0.006 -0.002 0.095
H 3.643 -6.570 2.081 0.000 0.002 -0.006 0.090
H 2.031 -6.830 0.223 0.001 0.001 0.004 0.092
H 0.595 -4.905 -0.442 -0.005 -0.002 0.004 0.107
C 3.148 -0.535 -2.935 -0.047 0.014 0.044 -0.108
C 4.087 -0.261 -1.935 0.067 0.009 0.053 -0.109
C 3.670 0.171 -0.709 -0.052 -0.006 -0.067 -0.029
C 2.279 0.363 -0.425 -0.099 0.068 0.156 -0.203
N 1.378 0.000 -1.388 -0.114 -0.170 -0.006 0.091
C 1.824 -0.401 -2.580 0.118 -0.008 -0.150 -0.165
C 1.811 0.882 0.823 0.009 -0.078 -0.217 -0.162
C 2.717 1.122 1.875 0.035 0.009 0.085 -0.097
C 2.368 1.488 3.146 -0.025 -0.006 -0.136 -0.147
C 0.973 1.642 3.419 -0.054 -0.029 0.028 -0.123
C 0.035 1.446 2.476 0.105 -0.035 -0.037 -0.071
C 0.328 1.027 1.064 -0.126 -0.199 -0.012 -0.340
H 3.431 -0.862 -3.926 -0.008 0.004 -0.002 0.078
H 5.148 -0.391 -2.123 0.002 0.001 0.003 0.094
H 4.411 0.360 0.050 0.014 0.044 0.025 0.084
H 1.050 -0.626 -3.301 0.097 0.039 0.041 0.068
H 3.774 1.029 1.667 0.039 -0.045 0.017 0.085
H 3.115 1.673 3.906 -0.005 -0.011 -0.001 0.069
H 0.650 1.951 4.409 0.021 0.007 -0.003 0.094
H -1.004 1.621 2.712 -0.167 -0.020 0.002 0.089
C -0.815 -2.510 -5.119 -0.033 0.070 -0.079 -0.244
S -1.164 -2.443 -3.361 -0.052 -0.378 -0.036 0.889
C -2.937 -2.661 -3.458 -0.047 -0.063 -0.067 -0.235
O -0.985 -0.992 -2.996 -0.320 -0.136 0.187 -0.568
H -1.510 -1.883 -5.677 0.016 0.015 0.030 0.061
H -0.871 -3.549 -5.444 -0.020 0.019 -0.010 0.055
H 0.203 -2.142 -5.242 0.002 -0.033 0.002 0.051
H -3.154 -3.610 -3.950 -0.020 0.007 0.019 0.058
H -3.353 -1.815 -4.004 -0.002 -0.013 -0.002 0.069
H -3.318 -2.659 -2.438 0.023 0.019 0.011 0.055
C -0.712 4.663 -1.214 0.010 -0.015 -0.013 -0.189
Si -0.115 3.816 0.362 0.007 -0.102 -0.024 0.519
C 1.674 4.266 0.671 0.000 0.054 -0.002 -0.166
C -1.185 4.472 1.763 -0.009 -0.003 0.027 -0.177
C -0.363 1.975 0.067 0.057 0.107 -0.008 -0.163
H -0.596 5.749 -1.157 0.000 -0.012 0.005 0.019
H -1.769 4.446 -1.389 0.018 0.000 0.000 0.026
H -0.151 4.306 -2.082 -0.007 0.016 0.004 0.025
H 1.785 5.346 0.808 0.007 -0.019 -0.007 0.024
H 2.304 3.955 -0.167 -0.007 0.001 0.006 0.034
H 2.044 3.757 1.564 0.005 0.005 0.007 0.017
H -1.280 5.559 1.688 0.000 -0.002 0.018 0.021
H -0.753 4.225 2.735 -0.013 0.011 -0.020 0.020
H -2.189 4.039 1.722 0.017 0.010 -0.011 0.026
H -0.023 1.762 -0.950 -0.038 -0.008 0.048 0.079
H -1.447 1.840 0.077 -0.043 -0.016 0.026 0.073
```
Positions in Å, forces in eV/Å.